one:
ORCA calculation (ωB97M-V/def2-TZVPD) on a cluster of 2 separate species, C4H10O4 in total.

Element x y z (Å)
1 C -2.243 0.705 -0.297
2 C -0.784 0.524 0.087
3 O -0.686 0.966 1.462
4 C -0.394 -0.974 0.018
5 C 1.060 -1.254 -0.155
6 O 1.841 -1.528 0.712
7 O 1.373 -1.358 -1.466
8 H -2.453 0.243 -1.271
9 H -2.445 1.763 -0.455
10 H -2.898 0.222 0.423
11 H -0.035 1.115 -0.426
12 H -0.775 0.219 2.069
13 H -0.739 -1.451 0.938
14 H -1.024 -1.452 -0.732
15 H 2.325 -1.251 -1.591
16 O 2.690 0.986 -0.154
17 H 2.058 1.660 0.138
18 H 3.129 0.864 0.700

Its HOMO-LUMO gap is 10.97 eV. The molar mass comes out at 122.1 g/mol. The structure (SMILES) is C[C@@H](O)CC(=O)O.O.

---

two:
ORCA calculation (ωB97M-V/def2-TZVPD) on a cluster of 3 separate species, C4H10O4 in total.

Element x y z (Å)
1 O -2.713 0.813 3.238
2 H -1.805 0.750 2.864
3 H -0.328 0.722 0.530
4 C 0.628 0.178 0.311
5 C -0.599 0.035 -1.498
6 C -1.227 1.360 -1.648
7 O 0.288 -0.383 -2.395
8 O 1.642 0.717 -0.127
9 O 0.567 -1.065 0.797
10 C 1.701 -1.714 1.409
11 H -1.103 -0.778 -0.957
12 H -1.917 1.478 -0.799
13 H -0.424 2.122 -1.637
14 H -1.784 1.449 -2.601
15 H 1.183 -0.036 -2.168
16 H 1.731 -2.738 1.017
17 H 2.627 -1.187 1.171
18 H 1.532 -1.721 2.492

Its HOMO-LUMO gap (spin up / spin down) is 5.54 / 10.36 eV. The molar mass comes out at 122.1 g/mol.

---

Stability check: which of them is least stable? two.